# 1
The following is a quantum chemistry calculation of a single C22H23N3O3 molecule in a non-equilibrium geometry, from the Open Molecules 2025 dataset.

Geometry as ORCA input:
```
! wB97M-V def2-TZVPD RIJCOSX def2/J DEFGRID3
* xyz 0 1
C 2.31195 3.81837 7.65479
C 2.41602 3.09959 6.31524
C 1.24972 2.13929 6.12834
O 0.36197 2.02914 6.95074
N 1.26264 1.38067 5.00097
C 2.15681 1.49614 3.87592
C 1.39659 2.02111 2.64210
N 0.28470 1.14952 2.37046
C 0.01655 0.62297 1.12494
C 0.47662 1.23765 -0.04549
C 0.22579 0.68576 -1.28353
C -0.50264 -0.49406 -1.40977
N -0.72688 -0.99538 -2.69723
C -1.35544 -2.14973 -3.06455
O -1.83023 -2.96091 -2.29739
C -1.40777 -2.32792 -4.53610
C -1.11433 -1.48915 -5.57713
C -1.38581 -2.21980 -6.76754
C -1.29872 -1.95221 -8.13433
C -1.65911 -2.94817 -9.01257
C -2.10140 -4.19568 -8.56103
C -2.19776 -4.48600 -7.21623
C -1.83589 -3.48338 -6.32743
O -1.84635 -3.53248 -4.98304
C -0.97344 -1.11123 -0.25441
C -0.71198 -0.56440 0.98330
C -0.61204 1.03772 3.49539
C 0.14135 0.50582 4.71779
H 2.32241 3.09761 8.46773
H 1.37832 4.37136 7.71128
H 3.14271 4.50868 7.78077
H 3.35167 2.53742 6.26816
H 2.40946 3.83148 5.50364
H 2.99315 2.15336 4.10233
H 2.54801 0.49774 3.64339
H 2.08060 2.03494 1.79483
H 1.05096 3.04711 2.84314
H 1.01938 2.16898 0.00345
H 0.59165 1.18671 -2.16987
H -0.34743 -0.42327 -3.43717
H -0.76586 -0.47628 -5.53181
H -0.95735 -0.99008 -8.48474
H -1.60113 -2.76886 -10.07582
H -2.37390 -4.94807 -9.28550
H -2.53847 -5.44423 -6.85935
H -1.53196 -2.02838 -0.33251
H -1.06883 -1.08647 1.85726
H -1.45228 0.39184 3.25159
H -1.00648 2.03591 3.74211
H -0.50309 0.49222 5.59749
H 0.51756 -0.50297 4.51741
*
```

Results
- HOMO level (eV) = -7.37
- SMILES string = CCC(=O)N1CCN(c2ccc(NC(=O)c3cc4ccccc4o3)cc2)CC1
- Kohn-Sham gap (eV) = 7.612
- LUMO energy (eV) = 0.2375


# 2
The following is a quantum chemistry calculation of a single C22H23N3O3S molecule in a non-equilibrium geometry, from the Open Molecules 2025 dataset.

Geometry as ORCA input:
```
! wB97M-V def2-TZVPD RIJCOSX def2/J DEFGRID3
* xyz 0 1
C -2.57329 -0.45475 1.96402
C -2.82182 -0.92562 0.52316
N -1.59215 -1.43392 -0.05262
C -1.02541 -2.57307 0.35697
O -1.50553 -3.34674 1.16184
C 0.33516 -2.80457 -0.32236
C 1.06405 -4.05395 0.18272
C 2.51716 -3.60329 0.30758
C 2.35606 -2.14354 0.72658
N 1.20775 -1.65772 -0.02023
S 1.59999 -0.81762 -1.41485
O 0.36161 -0.35487 -1.97438
O 2.45507 -1.58685 -2.27915
C 2.56730 0.56917 -0.81132
C 3.86827 0.66640 -1.21878
C 4.66877 1.74268 -0.80645
C 4.14316 2.71330 0.00131
C 2.80072 2.64585 0.42567
C 2.20506 3.63052 1.24216
C 0.89002 3.49974 1.59323
C 0.18112 2.37528 1.13238
N 0.69882 1.43628 0.39056
C 1.98569 1.54807 0.01839
C -3.39369 0.20086 -0.29870
C -4.77196 0.31305 -0.43821
C -5.32908 1.36955 -1.13634
C -4.51174 2.33019 -1.70675
C -3.13802 2.22520 -1.57287
C -2.57892 1.17100 -0.87082
H -2.26802 -1.30376 2.56941
H -3.48066 -0.02549 2.38188
H -1.78165 0.28928 1.97716
H -3.53544 -1.75910 0.55840
H -1.07390 -0.84704 -0.69572
H 0.17364 -2.83993 -1.40560
H 0.64914 -4.32335 1.15612
H 0.93858 -4.89518 -0.49462
H 3.00949 -3.64521 -0.66492
H 3.08486 -4.18741 1.02870
H 2.12615 -2.06430 1.79404
H 3.22625 -1.52636 0.50020
H 4.25895 -0.10141 -1.86883
H 5.69465 1.79788 -1.13636
H 4.74512 3.55157 0.32211
H 2.79677 4.47357 1.57084
H 0.39389 4.23376 2.20853
H -0.86396 2.25548 1.38766
H -5.41402 -0.43605 0.00332
H -6.40221 1.44133 -1.23807
H -4.94392 3.15466 -2.25482
H -2.49315 2.96891 -2.01827
H -1.50473 1.10755 -0.78391
*
```

Results
- HOMO level (eV) = -8.96
- SMILES string = C[C@H](NC(=O)[C@@H]1CCCN1S(=O)(=O)c1cccc2cccnc12)c1ccccc1
- Kohn-Sham gap (eV) = 8.389
- LUMO energy (eV) = -0.5741


Question: The highest HOMO level belongs to which entry?
Answer: C22H23N3O3


Question: Which formula does entry 2 have?
Answer: C22H23N3O3S